{"formula": "C12H16BrFO4", "method": "ωB97M-V/def2-TZVPD", "species": ["C", "C", "O", "O", "C", "O", "O", "C", "C", "C", "Br", "H", "H", "H", "H", "H", "H", "H", "H", "H", "H", "H", "F", "C", "C", "C", "C", "C", "C", "H", "H", "H", "H", "H"], "xyz": [[-1.915822, -3.331996, 3.533838], [-1.909606, -1.851050, 3.169201], [-0.613173, -1.570515, 2.636874], [-0.762148, -0.347421, 1.866018], [0.392522, -0.315082, 1.106581], [1.310507, 0.348274, 1.391163], [0.363876, -1.091243, 0.023270], [-0.788507, -1.015305, -0.837292], [-1.202886, -2.399723, -1.306000], [-0.019829, -3.355997, -1.463193], [-2.512146, -3.187670, -0.092146], [-2.947796, -3.677253, 3.662191], [-1.358377, -3.514907, 4.459683], [-1.438641, -3.913391, 2.736505], [-2.087303, -1.218747, 4.051719], [-2.669141, -1.615274, 2.416521], [-1.604401, -0.492081, -0.330826], [-0.479296, -0.432972, -1.718369], [-1.698117, -2.284209, -2.274040], [0.790474, -2.851876, -2.007719], [0.347325, -3.699044, -0.492254], [-0.327940, -4.231783, -2.044320], [-0.076052, 2.143979, -2.536281], [0.851006, 2.998443, -2.035415], [1.047956, 4.207112, -2.670936], [1.996690, 5.075851, -2.148811], [2.723405, 4.725197, -1.018277], [2.500846, 3.499684, -0.404570], [1.554352, 2.620991, -0.912135], [0.470398, 4.454860, -3.551099], [2.165911, 6.031047, -2.628641], [3.461648, 5.406503, -0.616527], [3.063273, 3.217846, 0.475966], [1.370991, 1.667751, -0.440677]], "forces_ev_per_angstrom": [[0.24, 0.07, 0.03], [-0.21, -0.05, 0.22], [-0.25, -0.13, -0.20], [-0.08, 0.10, 0.30], [-1.27, -0.83, -0.33], [1.55, 1.04, 0.65], [-0.15, -0.11, -0.32], [-0.09, 0.05, -0.11], [0.53, -0.04, -0.20], [-0.14, -0.07, -0.19], [-0.12, -0.06, -0.11], [0.22, 0.07, 0.02], [-0.16, 0.04, -0.16], [-0.23, 0.12, 0.11], [0.05, -0.08, -0.21], [0.23, -0.12, 0.03], [0.12, -0.12, -0.13], [-0.02, -0.11, 0.24], [-0.16, -0.04, 0.30], [-0.14, -0.11, 0.18], [0.01, 0.19, -0.18], [0.04, 0.15, 0.15], [0.00, -0.01, 0.00], [0.00, 0.01, -0.01], [-0.01, 0.03, -0.03], [0.01, -0.03, 0.03], [-0.01, 0.00, -0.01], [0.01, 0.04, -0.02], [0.02, 0.02, -0.01], [-0.01, -0.01, 0.01], [0.00, -0.01, 0.00], [-0.01, 0.00, 0.00], [-0.02, 0.00, 0.00], [0.04, 0.00, -0.04]], "mulliken_charge": [-1.1599, -0.1422, -0.2209, -0.2643, 0.7154, -0.4879, -0.3156, -0.5645, 0.1467, -1.2820, -0.1744, 0.3333, 0.3438, 0.2887, 0.3206, 0.2728, 0.5164, 0.2820, 0.3326, 0.3299, 0.3226, 0.4164, -0.2763, 0.4998, -0.6110, -0.3370, -0.5567, -0.4488, -0.1410, 0.4274, 0.3573, 0.3716, 0.3948, 0.3107], "gap_ha": 0.36510, "smiles": "CCOOC(=O)OC[C@@H](C)Br.Fc1ccccc1", "relative_energy_kcal_mol": 0.0, "total_charge": 0, "energy_ev": -93650.399}

---

{"formula": "C2H8P2S2", "method": "ωB97M-V/def2-TZVPD", "species": ["P", "S", "C", "P", "C", "S", "H", "H", "H", "H", "H", "H", "H", "H"], "xyz": [[-1.584609, -1.715409, -0.452648], [-2.701117, -0.107127, 0.171400], [-1.014301, 1.322327, 0.033172], [0.305450, 0.501960, -0.884056], [1.391202, 0.031334, 0.593013], [2.905888, -0.834928, 0.001610], [-2.153587, -2.604517, -1.358874], [-1.929256, -2.539481, 0.634094], [-0.890771, 1.509153, 1.094038], [-1.575705, 2.191531, -0.362619], [0.818228, 1.906041, -1.091780], [0.915854, -0.617159, 1.199957], [1.863310, 0.904604, 1.086125], [3.649416, 0.051674, -0.663427]], "forces_ev_per_angstrom": [[1.00, -0.64, 1.29], [1.25, 1.63, -0.54], [-3.28, -0.85, 0.57], [0.92, 1.86, 0.05], [3.02, 3.37, -3.30], [-0.13, -1.45, 0.19], [-0.84, 0.35, -0.64], [0.17, -0.22, 0.06], [0.29, -0.23, 0.09], [0.69, -0.66, -0.32], [0.05, -1.35, 0.16], [-1.49, -2.07, 2.18], [-1.18, -0.39, 0.14], [-0.48, 0.65, 0.07]], "mulliken_charge": [-0.0814, -0.1597, -0.7109, -0.0073, -0.7065, -0.2195, 0.0621, 0.0559, 0.4083, 0.3906, 0.0775, 0.3873, 0.3835, 0.1202], "gap_ha": 0.34364, "smiles": "PSCPCS", "relative_energy_kcal_mol": 39.6, "total_charge": 0, "energy_ev": -42449.402}

---

{"formula": "C4H4N2O2", "method": "ωB97M-V/def2-TZVPD", "species": ["C", "N", "N", "O", "C", "C", "C", "O", "H", "H", "H", "H"], "xyz": [[2.432829, 0.094937, 0.070342], [1.430058, 0.856976, -0.068314], [0.219566, 0.343573, -0.338196], [0.040236, -1.091175, -0.266948], [-1.323431, -1.174608, -0.004412], [-1.980640, -0.001227, 0.069095], [-0.954853, 1.055222, -0.096348], [-0.964124, 2.260321, -0.092238], [2.436917, -0.992247, -0.036030], [3.351268, 0.596659, 0.371190], [-1.661802, -2.184947, 0.207328], [-3.026026, 0.236511, 0.184530]], "forces_ev_per_angstrom": [[0.40, 0.01, 0.22], [-0.39, -0.41, 0.11], [1.21, -0.91, -0.43], [-1.62, 1.42, 0.68], [0.27, 0.08, 0.27], [1.04, 0.12, -0.33], [-0.18, -0.04, -0.26], [-0.57, -0.20, 0.21], [-0.20, 0.25, 0.02], [-0.12, -0.14, -0.27], [0.06, 0.19, -0.42], [0.08, -0.37, 0.19]], "mulliken_charge": [-0.2741, -0.5268, 0.6217, -0.3607, -0.2833, -0.4641, 0.5479, -0.5747, 0.2735, 0.2613, 0.4049, 0.3742], "gap_ha": 0.36509, "smiles": "C=Nn1occc1=O", "relative_energy_kcal_mol": 89.9, "total_charge": 0, "energy_ev": -11284.640}

---

{"formula": "CH5NOS", "method": "ωB97M-V/def2-TZVPD", "species": ["N", "S", "H", "H", "H", "C", "O", "H", "H"], "xyz": [[0.065666, -0.804766, 1.410270], [-1.725644, -0.990045, 1.534379], [0.270206, -1.809581, 1.382540], [0.377560, -0.288756, 0.413653], [0.443859, -0.313657, 2.218535], [-0.242840, 0.729888, -1.773013], [0.655258, 0.559830, -0.937093], [-0.169334, 1.364918, -2.670952], [-1.100185, 0.218557, -1.496721]], "forces_ev_per_angstrom": [[0.58, 0.42, -2.62], [-0.75, 0.46, -0.14], [0.88, 0.80, 0.21], [-0.77, -1.32, 2.77], [0.11, -0.36, -0.20], [2.55, 0.03, 1.94], [-0.39, 0.96, -1.96], [0.29, -0.14, 0.27], [-2.49, -0.85, -0.27]], "mulliken_charge": [-0.5208, -0.4975, 0.3372, 0.4245, 0.3234, 0.0056, -0.5329, 0.2593, 0.2012], "gap_ha": 0.26346, "smiles": "[NH3+][S-].C=O", "relative_energy_kcal_mol": 58.9, "total_charge": 0, "energy_ev": -15488.564}